No. 1
C4H9NO3 | ωB97M-V/def2-TZVPD

Geometry as XYZ:
```
17
Properties=species:S:1:pos:R:3:mulliken_charge:R:1
C -0.7339 1.1282 -0.4340 -1.10
C -2.0052 -0.0918 -0.2983 0.44
N -1.7096 -1.1546 -1.0163 -0.41
O -2.8785 0.1708 0.4713 -0.56
H -1.2606 1.5104 -1.3138 0.38
H 0.2713 1.1476 -0.8541 0.47
H -0.9005 1.8386 0.3697 0.25
H -2.3349 -1.9419 -0.9268 0.23
H -0.6139 -1.3808 -1.1130 0.36
O 0.7451 -1.3943 -0.3350 -0.66
C 0.6317 -0.5945 0.6276 0.16
C 1.8123 0.2707 0.9931 -0.41
O 2.6000 0.5842 -0.1271 -0.49
H -0.0311 -0.8317 1.4714 0.40
H 1.4724 1.1974 1.4617 0.34
H 2.3925 -0.2834 1.7482 0.28
H 2.5426 -0.1748 -0.7245 0.34
```

Charge: 0
Spin multiplicity: 1
LUMO, eV: 0.08
Frontier orbital gap, eV: 9.737
Largest force on an atom, eV Å⁻¹: 4.44

=====

No. 2
C7H11BO3 | ωB97M-V/def2-TZVPD

Geometry as XYZ:
```
22
Properties=species:S:1:pos:R:3:mulliken_charge:R:1
C -2.5140 1.4259 -0.4335 -1.05
C -1.5678 0.9497 0.7003 0.34
O -1.2894 1.9852 1.6163 -0.52
C -1.1095 -0.3018 0.8353 -0.34
B -0.0903 -0.7939 1.9935 0.65
O 0.4527 -1.9564 1.8293 -0.47
O 0.3309 0.1295 2.9142 -0.64
H -3.5585 1.2073 -0.0946 0.31
H -2.1352 0.7459 -1.2549 0.26
H -2.3105 2.3896 -0.6561 0.37
H -0.5596 1.7634 2.1408 0.34
H -1.2732 -1.0358 0.0164 0.18
H 1.1973 -2.1721 2.4798 0.28
H 1.0426 -0.1021 3.5072 0.27
C 1.1220 1.2483 -0.8931 0.19
C 1.3454 0.2636 -1.5607 -0.23
C 1.4604 -0.8277 -2.4412 -0.48
C 2.4508 -1.7582 -2.3913 -0.69
H 0.5010 1.9747 -0.4053 0.40
H 0.6552 -0.8733 -3.1599 0.29
H 2.6881 -2.4363 -3.1605 0.30
H 3.1615 -1.8258 -1.5820 0.25
```

Charge: 0
Spin multiplicity: 1
LUMO, eV: 0.16
Frontier orbital gap, eV: 8.614
Largest force on an atom, eV Å⁻¹: 5.27